No. 1
Entry from the Open Molecules 2025 dataset: a molecular structure, C19H22ClN5O5STl at a distorted geometry (wB97M-V/def2-TZVPD).

Geometry as XYZ:
```
54
Properties=species:S:1:pos:R:3:lowdin_charge:R:1
H 2.70 -1.98 3.89 0.093
H -0.49 -0.06 -7.03 0.138
C -3.70 2.52 -1.72 -0.031
H 2.19 3.80 3.48 0.119
H 1.80 -2.04 2.38 0.080
C -3.08 1.33 -2.06 -0.114
H 1.57 0.94 -6.97 0.089
C 2.80 0.83 1.95 -0.214
N -1.56 -2.37 1.51 0.043
C -2.69 0.77 0.13 -0.224
H 0.54 -1.47 -6.79 0.130
O 0.81 -0.69 -1.36 -0.133
C 2.73 -0.52 0.00 -0.037
H 0.40 0.76 -4.46 0.108
C 1.84 1.85 4.33 -0.637
C -2.16 -0.21 1.11 -0.242
H -2.97 1.04 -3.10 0.113
H -4.10 3.18 -2.48 0.113
H -1.45 -0.55 3.09 0.072
S -0.03 -3.81 -0.21 0.606
H -3.36 2.18 1.62 0.112
N -1.89 -1.39 0.72 0.021
O 0.74 0.77 0.39 0.110
C -3.28 1.95 0.57 0.005
H 3.08 2.86 1.36 0.143
C 2.44 -0.07 2.98 -0.149
C -0.79 -3.41 1.26 -0.890
H -1.18 -4.10 3.14 0.107
H 2.60 -1.48 0.48 0.108
H -2.93 0.41 3.01 0.098
N -0.61 -4.23 2.32 0.080
C 2.26 2.73 3.33 -0.066
N 1.33 0.43 -6.13 0.007
C 1.95 0.47 4.15 -0.047
O -1.21 -1.73 -4.86 -0.005
C 2.75 2.22 2.16 0.049
H -0.16 -5.12 2.17 0.091
N -2.60 0.49 -1.17 0.026
C -0.49 -0.78 -5.05 -0.552
C -1.96 0.22 2.53 -0.006
O 3.32 0.47 0.77 0.042
H 3.30 -0.61 -0.92 0.143
C 1.21 -0.07 -0.37 -0.589
O -0.28 0.14 -4.11 0.042
C 2.63 -1.56 2.89 -0.007
H -4.29 3.74 -0.05 0.117
H 2.17 -0.04 -5.82 0.094
H 3.56 -1.81 2.37 0.100
C -3.81 2.83 -0.37 -0.034
C 0.24 -0.51 -6.36 -0.145
Cl 1.24 2.47 5.81 0.757
Tl -1.41 -1.76 -1.99 0.952
H 1.67 -0.19 4.96 0.123
H -1.37 1.14 2.56 0.090
```

Properties
**Total charge**: +1
**HOMO level (spin up / spin down)**: -0.384 / -0.387 hartree
**Spin multiplicity**: 1

No. 2
Entry from the Open Molecules 2025 dataset: a single C2HNO2 molecule at a distorted geometry (wB97M-V/def2-TZVPD).

Geometry as XYZ:
```
6
Properties=species:S:1:pos:R:3:lowdin_charge:R:1
O -0.57 -0.41 -0.18 -0.079
O 2.54 0.56 1.17 0.085
H -2.50 -0.72 -0.65 0.051
C 0.55 0.21 -0.01 -0.095
N 1.58 0.32 0.59 -0.097
C -1.60 0.03 -0.92 0.136
```

Properties
**Total charge**: 0
**HOMO level**: -0.352 hartree
**Spin multiplicity**: 1

No. 3
Entry from the Open Molecules 2025 dataset: a molecular structure, C51H44LaN7O7S2 at a distorted geometry (wB97M-V/def2-TZVPD).

Geometry as XYZ:
```
112
Properties=species:S:1:pos:R:3:lowdin_charge:R:1
H 4.87 -1.14 2.97 0.108
H 0.00 4.34 -5.65 0.091
C -0.05 2.12 2.65 -0.381
C 0.88 -1.29 -5.41 -0.104
C 0.05 -2.77 -1.76 -0.183
H 0.30 -6.42 -0.64 0.111
C 0.60 -0.29 -4.49 -0.037
C 4.75 0.25 1.31 -0.667
C 1.72 -4.91 -0.13 -0.078
C 1.44 5.24 -0.54 -0.061
C 1.14 1.10 -2.43 -0.489
C 0.21 2.16 -3.06 -0.171
H 1.27 6.27 -0.83 0.099
C 0.20 1.85 6.46 -0.089
O 4.73 -3.58 0.30 -0.317
H -1.19 1.96 -1.50 0.088
H 0.94 5.56 1.53 0.102
C -2.11 1.74 5.87 -0.084
C -1.13 1.74 6.85 -0.110
H -5.64 -1.21 -0.01 0.114
H 2.91 2.34 -2.90 0.125
C -0.96 2.50 -2.41 -0.008
O 0.57 0.49 -1.34 -0.393
N 0.10 -2.26 -0.72 0.088
H -1.69 0.96 0.82 0.114
N -2.11 -2.87 -4.50 0.126
H 3.12 1.24 -1.49 0.081
C -4.69 -0.67 0.11 -0.199
H -4.31 -0.82 2.20 0.104
H -2.68 3.77 -2.36 0.087
H 5.50 -1.75 1.43 0.099
C -3.10 2.53 0.41 -0.092
H 1.58 2.04 4.85 0.114
C -1.02 -6.75 1.74 -0.060
H 1.45 2.55 -4.77 0.121
O 3.80 0.57 0.52 -0.222
C 2.21 -4.07 0.86 -0.283
C -1.43 4.19 -4.05 -0.113
C -0.13 -3.43 -2.97 -0.261
C 1.84 4.30 -1.46 -0.018
H 0.98 1.84 7.21 0.095
H -3.15 1.65 6.15 0.095
N 3.40 -1.83 1.62 -0.332
H 0.16 -1.54 -6.17 0.096
C 2.44 1.92 -2.01 -0.051
H -1.02 -7.03 2.79 0.070
H 2.14 -4.84 -1.13 0.100
N 1.40 -5.31 -3.79 0.127
La 1.64 -0.55 0.30 2.072
H -0.35 0.22 -4.55 0.118
C -1.23 2.74 1.91 -0.153
C -0.27 3.83 -4.73 -0.099
S 3.47 -2.87 0.45 0.543
H -2.06 4.99 -4.43 0.087
C -3.82 -0.89 -1.11 -0.157
C -1.98 1.98 1.02 -0.007
C -1.21 -3.10 -3.81 -0.283
N -3.99 -1.12 1.29 -0.001
H -3.01 5.63 1.74 0.095
N -2.77 -2.72 0.14 0.016
O 0.40 -1.29 2.14 -0.293
H -4.93 0.39 0.24 0.092
H 2.02 4.57 -2.49 0.109
H 3.41 -0.48 -2.62 0.103
C 2.97 -1.70 -4.31 -0.075
C 0.15 -5.85 1.43 -0.279
C -0.44 1.97 4.14 -0.161
H -3.67 1.92 -0.29 0.084
O 2.97 -2.27 -0.82 -0.476
C -3.48 3.83 0.66 -0.101
H -4.36 4.25 0.18 0.095
C 0.70 -5.79 0.15 -0.040
C -3.13 -2.18 1.32 -0.898
C 1.70 -4.14 2.15 -0.060
O 0.29 0.88 2.07 -0.245
C 0.54 2.82 -4.24 -0.057
H 0.23 -5.04 3.42 0.109
C -1.62 4.05 2.17 -0.041
H 2.07 2.40 2.77 0.131
C 1.24 4.84 0.77 -0.034
H 2.30 -2.79 -6.03 0.096
C 1.42 3.51 1.10 -0.250
C 2.70 -0.68 -3.41 -0.037
H -4.23 -2.98 -1.33 0.120
H -4.37 -0.66 -2.02 0.118
H 3.88 -2.27 -4.20 0.106
S -2.62 -2.79 2.78 0.573
C -3.37 -2.34 -1.13 -0.169
C -2.73 4.60 1.54 -0.082
C 0.54 1.97 5.12 -0.034
H -1.39 1.63 7.89 0.089
C 0.67 -5.02 2.43 -0.043
H -1.86 -3.16 0.14 0.091
H -1.07 4.65 2.88 0.119
C 0.74 -4.45 -3.41 -0.268
N 1.79 2.59 0.21 0.177
H -1.95 -6.22 1.54 0.073
H -1.00 -7.65 1.13 0.069
H 1.16 3.86 3.20 0.120
H 2.10 -3.48 2.91 0.106
C 4.69 -1.18 1.89 -0.200
H -2.55 1.83 3.78 0.116
O 5.70 0.96 1.64 -0.020
C 1.21 3.02 2.51 -0.043
C 2.02 2.98 -1.05 -0.245
H -2.65 -2.50 -1.92 0.075
C 1.51 0.05 -3.49 -0.135
C -1.78 3.51 -2.89 -0.075
C -0.02 -0.37 2.83 -0.168
H -2.94 -0.24 -1.06 0.108
C -1.77 1.85 4.53 -0.024
C 2.08 -2.00 -5.33 -0.110
```

Properties
**Total charge**: -2
**HOMO level**: -0.109 hartree
**Spin multiplicity**: 1

No. 4
Entry from the Open Molecules 2025 dataset: 9 unconnected molecules or ions with the total composition C32H48NO27 at a distorted geometry (wB97M-V/def2-TZVPD).

Geometry as XYZ:
```
108
Properties=species:S:1:pos:R:3:lowdin_charge:R:1
H 40.20 45.73 31.73 0.035
H 41.58 39.56 33.78 0.000
H 39.81 39.88 39.41 0.103
C 37.20 43.47 31.53 -0.614
C 36.56 43.87 38.02 -0.303
H 38.18 39.98 43.20 0.079
H 35.23 41.48 32.83 0.018
O 42.10 47.78 35.47 0.030
H 38.98 42.80 42.57 0.129
C 43.21 43.60 39.66 0.046
O 36.92 37.90 41.13 0.170
C 40.08 40.93 42.92 -0.278
C 41.20 46.67 35.64 -0.060
O 43.41 45.66 38.50 0.087
O 38.56 37.26 39.77 0.108
C 42.97 38.04 37.08 -0.528
C 38.96 43.27 33.11 0.001
C 42.70 39.73 35.45 -0.195
H 36.88 39.50 32.26 0.205
H 39.64 36.40 37.55 0.099
O 35.78 42.90 40.02 0.081
O 33.72 43.83 39.90 0.082
O 42.01 50.09 35.54 0.117
H 38.89 41.33 41.38 0.069
H 41.54 40.73 37.11 0.104
H 43.52 40.17 35.00 0.121
C 41.45 49.01 35.73 -0.462
H 40.12 42.38 41.30 0.041
H 42.44 42.86 39.92 0.100
C 39.00 39.35 38.94 -0.065
C 38.65 46.98 35.33 0.001
H 39.39 39.77 44.65 0.164
C 39.41 37.81 38.76 -0.286
H 39.48 42.44 33.45 0.083
O 39.65 38.64 43.10 0.054
O 40.16 42.34 38.32 -0.084
C 41.59 45.65 39.72 -0.039
C 42.54 40.22 37.01 -0.118
H 43.30 40.95 37.40 0.139
C 37.77 38.09 40.35 -0.643
H 38.42 45.12 38.04 0.053
C 37.13 39.97 34.47 -0.134
H 41.60 45.22 40.77 0.169
C 40.69 38.83 42.25 -0.589
H 38.59 45.89 35.35 0.062
C 43.23 46.86 39.03 -0.676
O 37.82 39.34 39.76 0.031
C 35.00 40.48 33.04 -0.023
O 37.55 43.01 32.78 0.034
C 42.44 44.72 38.90 -0.281
H 43.69 44.16 40.27 0.028
O 40.25 43.72 36.48 -0.071
O 44.07 47.78 38.77 0.074
H 37.75 42.92 39.73 0.120
H 38.21 40.18 34.31 0.139
N 39.92 42.62 37.04 -0.497
O 40.20 48.75 36.12 0.097
O 36.07 43.46 31.16 0.164
H 38.71 39.80 38.00 0.106
H 40.62 39.11 35.07 0.049
H 37.87 36.98 37.25 0.162
C 39.00 37.28 37.49 -0.017
C 37.40 45.18 38.12 0.041
O 42.32 46.83 39.77 0.198
O 41.29 37.97 41.67 0.161
O 39.11 41.88 36.38 -0.073
O 43.19 36.99 37.60 0.163
H 37.04 45.74 38.88 0.075
H 41.06 46.29 34.62 0.124
H 40.39 37.61 39.19 0.144
H 37.14 45.60 37.32 -0.016
H 40.85 40.87 34.60 0.115
O 42.51 39.10 37.76 0.058
H 40.73 41.45 43.76 0.173
H 34.52 40.77 34.14 0.146
O 41.02 40.10 42.18 0.082
O 38.24 43.84 30.88 0.138
H 38.76 47.18 34.29 0.070
C 39.88 47.39 36.17 -0.276
H 39.41 37.79 36.70 0.033
H 39.91 47.19 37.10 0.071
H 36.68 43.37 37.00 0.173
O 37.25 38.80 35.16 0.097
H 40.07 42.87 31.39 0.112
C 34.84 43.58 39.38 -0.522
C 40.49 44.81 31.46 0.002
H 41.53 45.95 36.36 0.092
C 39.48 43.67 31.62 -0.187
O 43.09 38.39 35.75 0.055
C 36.26 39.70 33.28 -0.324
C 36.86 42.81 39.11 -0.076
H 39.02 43.88 33.84 0.037
O 35.26 44.09 38.23 0.113
H 41.34 44.72 32.16 0.119
H 36.71 40.69 35.11 0.120
C 39.10 39.86 43.54 -0.050
H 37.66 47.40 35.78 0.118
H 43.72 42.91 39.13 0.043
C 36.54 37.89 34.56 -0.608
H 34.10 40.12 32.39 0.129
H 40.55 44.90 30.48 0.039
O 35.93 38.35 33.49 0.081
C 41.30 39.78 34.68 0.024
H 40.66 45.55 39.35 0.093
H 36.72 41.82 38.66 0.139
C 39.50 41.95 42.01 -0.028
O 36.56 36.69 34.75 0.120
H 42.14 44.40 38.02 0.072
```

Properties
**Total charge**: -1
**HOMO level**: -0.289 hartree
**Spin multiplicity**: 1

No. 5
Entry from the Open Molecules 2025 dataset: 2 unconnected molecules or ions with the total composition C4H9BrNO at a distorted geometry (wB97M-V/def2-TZVPD).

Geometry as XYZ:
```
16
Properties=species:S:1:pos:R:3:lowdin_charge:R:1
H -1.26 -1.48 -0.21 0.091
Br -4.26 1.64 0.04 0.887
N 0.38 -0.10 -0.08 -0.264
H 2.14 0.89 0.58 0.114
H 0.49 -1.24 -1.86 0.114
H 0.73 1.08 1.64 0.115
H 0.01 0.76 -0.58 0.153
H 1.61 -0.46 1.60 0.118
C -2.50 1.33 -0.23 -0.735
H 1.98 -0.37 -1.47 0.113
H -0.94 -0.78 1.48 0.092
C 1.27 0.39 1.00 0.007
H 1.51 -1.81 -0.54 0.118
C 1.14 -0.92 -1.05 0.010
C -0.71 -0.84 0.44 0.078
O -1.60 1.89 -0.75 -0.011
```

Properties
**Total charge**: +1
**HOMO level (spin up / spin down)**: -0.459 / -0.510 hartree
**Spin multiplicity**: 1

No. 6
Entry from the Open Molecules 2025 dataset: a molecular structure, C58H51AsF4IN2P2Ru at a distorted geometry (wB97M-V/def2-TZVPD).

Geometry as XYZ:
```
120
Properties=species:S:1:pos:R:3:mulliken_spin:R:1
H -2.53 -3.50 -3.51 0.000
H -0.66 0.72 3.18 0.020
C 3.50 3.99 1.31 0.000
H -7.49 -2.70 -1.10 0.000
H 0.84 0.67 -3.82 0.001
H -1.38 4.91 -2.67 0.000
C -2.70 0.57 -0.11 0.063
C -7.84 -2.69 1.01 0.000
H 0.34 4.38 2.45 0.000
C 1.32 0.22 2.61 0.024
C -0.47 -3.08 -0.26 0.013
H 1.68 0.10 3.64 -0.002
C -3.87 -6.75 -2.40 0.000
C -2.88 0.01 2.19 0.089
C -0.96 -3.02 1.05 0.026
C -5.40 -8.33 -0.72 0.000
C 0.80 -2.28 -5.01 0.000
C -4.82 -6.15 -1.57 0.000
H 4.11 2.64 -0.23 0.000
C -5.56 -4.26 1.21 0.000
C -2.02 0.21 1.07 0.033
H 6.60 0.12 -4.99 0.000
Ru 0.73 -0.72 -0.08 0.310
N -0.64 0.02 1.16 0.468
C 3.09 1.25 -2.22 0.001
I 2.78 -2.11 -1.11 -0.003
C -1.26 -3.49 -5.20 -0.001
C -4.87 0.57 0.95 0.125
H -4.28 -9.99 -1.51 0.000
H -0.64 1.73 -5.43 0.000
H -0.05 2.59 0.82 0.002
H -2.92 -8.57 -3.02 0.000
C 1.17 3.99 1.87 0.002
C 4.98 0.67 -3.68 -0.001
H -5.94 0.72 0.90 0.004
As -5.05 -4.22 -1.71 0.000
H 2.63 5.27 2.79 0.000
C 3.27 3.01 0.35 0.003
H 1.11 -2.37 2.62 -0.001
C -3.66 -8.12 -2.37 0.000
H -3.28 -6.15 -3.09 0.000
C -4.07 0.74 -0.16 -0.043
C -0.16 -0.03 2.56 -0.061
H 4.08 -0.97 1.20 0.000
H -8.73 -2.08 0.93 0.000
C 4.82 -2.04 -3.11 -0.001
C 3.44 -0.20 1.62 0.001
H 0.17 -5.97 2.24 0.000
C -7.40 -3.12 2.25 0.000
H -1.78 3.86 -4.87 0.000
C -4.43 -8.92 -1.53 0.000
H -1.15 -4.01 2.94 0.001
C 0.51 -5.23 0.25 -0.005
C -2.94 -2.30 -1.29 0.010
C -0.73 -4.06 1.95 -0.010
F -4.61 1.08 -1.33 -0.005
C -0.06 -3.06 -5.76 0.000
H 1.55 1.24 2.31 0.001
H -3.37 -1.71 -0.47 -0.008
C 4.29 2.96 -3.52 0.000
H 6.44 -2.31 -4.51 0.000
H -0.40 -1.00 2.97 0.021
H 3.79 0.03 2.63 0.000
C -1.59 -3.15 -3.90 0.002
H -6.01 -8.95 -0.08 0.000
C -5.99 -3.83 -0.05 0.001
C 5.86 -0.26 -4.29 0.000
H -3.15 -4.02 -0.01 0.001
H 2.50 -2.76 1.60 0.001
H -2.54 -4.44 -1.59 0.000
C -0.92 3.96 -2.91 0.001
C 3.28 2.56 -2.65 -0.002
H -4.69 -4.90 1.29 0.000
H -5.93 -4.27 3.32 0.000
C 0.01 -5.15 1.55 0.015
H 4.76 -3.09 -2.88 0.000
C 0.46 -1.93 -3.71 -0.003
C -4.25 0.19 2.12 -0.052
C -0.10 3.35 -1.97 -0.001
F -2.04 0.75 -1.23 0.008
P -1.15 -1.83 -1.43 -0.021
H 4.38 4.01 -3.79 0.000
N 2.03 -0.69 1.70 -0.021
C 3.97 -1.15 -2.49 0.002
H 1.07 -6.10 -0.06 0.000
H 2.60 3.33 -2.30 0.000
C 1.99 2.49 0.15 0.000
H 0.19 -3.33 -6.78 0.000
C -3.22 -3.78 -1.07 0.001
H 1.73 -1.92 -5.44 0.000
P 1.61 1.21 -1.11 0.004
H 0.61 -4.29 -1.67 0.000
C 5.78 -1.59 -4.03 0.000
C 2.10 -2.04 2.31 0.002
C 3.98 0.25 -2.75 -0.003
H 1.11 -1.28 -3.15 0.001
H 5.91 2.30 -4.73 0.000
C 0.95 2.99 0.94 -0.002
C 5.13 2.02 -4.03 0.000
C -0.72 -2.38 -3.12 0.001
H -7.95 -2.85 3.15 0.000
C -1.14 3.38 -4.14 -0.001
C -5.60 -6.96 -0.75 0.000
C -0.51 2.18 -4.46 0.001
H -1.95 -4.08 -5.79 0.000
F -4.97 -0.04 3.21 -0.004
H 2.75 -2.01 3.18 -0.001
H -3.40 -1.92 -2.20 0.000
C 0.27 -4.21 -0.65 -0.019
C 2.45 4.49 2.06 -0.001
C -7.13 -3.04 -0.13 -0.002
H 3.50 0.69 1.01 0.000
H 4.50 4.37 1.45 0.000
C -6.26 -3.91 2.35 0.001
H 0.07 3.85 -1.03 -0.001
H -6.37 -6.52 -0.13 0.000
F -2.41 -0.47 3.35 0.009
H -1.60 -2.20 1.35 0.014
C 0.51 2.13 -2.26 -0.003
C 0.32 1.57 -3.53 -0.004
```

Properties
**Total charge**: +2
**HOMO level (spin up / spin down)**: -0.449 / -0.449 hartree
**⟨S²⟩**: 0.78
**Spin multiplicity**: 2